ORCA calculation (ωB97M-V with the def2-TZVPD basis set) on 10 unconnected molecules or ions with the total composition C31H65N3O20.

Last column: Mulliken spin population.
Cartesian coordinates (Å):
C1 2.6385 4.1978 4.1798  0.000
N1 2.2013 3.3205 3.0803  -0.001
O1 1.0503 3.4726 2.6805  0.000
O2 3.0699 2.6343 2.5046  0.001
H1 2.0384 5.1031 4.0876  0.000
H2 3.6584 4.5197 3.9695  0.000
H3 2.5474 3.5611 5.0598  0.000
C2 -3.1308 1.5976 -1.8342  0.006
N2 -1.8416 2.1398 -2.3124  -0.009
O3 -1.5901 1.9167 -3.4910  0.001
O4 -1.1264 2.8090 -1.5568  0.012
H4 -3.7643 1.2425 -2.6470  -0.001
H5 -3.6395 2.4543 -1.3921  0.000
H6 -3.1242 0.7763 -1.1175  0.009
C3 0.9480 0.8718 0.1245  -0.024
N3 0.1203 -0.2625 0.5663  0.561
O5 -1.0518 -0.1189 0.2348  0.128
O6 0.7139 -1.2398 1.0388  0.206
H7 1.9954 0.5918 0.2376  0.004
H8 0.6541 1.7827 0.6461  0.019
H9 0.8064 1.0794 -0.9361  0.034
O7 -2.8435 2.9610 3.0888  -0.001
C4 -2.7527 2.8257 1.8560  0.003
O8 -3.2582 1.8824 1.0379  -0.001
C5 -3.9174 0.6720 1.5473  -0.004
C6 -5.3426 0.8361 1.2214  0.004
C7 -2.0471 3.9148 1.0977  0.007
H10 -3.8184 0.5513 2.6261  -0.003
H11 -3.5237 -0.2481 1.1153  0.007
H12 -5.7568 1.8190 1.4462  0.000
H13 -5.9160 0.0636 1.7337  0.000
H14 -5.4537 0.6912 0.1468  0.000
H15 -1.0020 3.6376 1.2357  0.004
H16 -2.2739 4.8641 1.5832  0.000
H17 -2.3964 3.9378 0.0654  -0.002
O9 -3.2013 -4.2488 3.9921  0.000
C8 -3.1756 -3.1229 3.5614  0.004
O10 -4.1253 -2.1544 3.6226  0.001
C9 -5.2921 -2.4562 4.4429  0.000
C10 -5.9503 -1.2042 4.9541  0.000
C11 -1.9391 -2.5778 2.8819  0.004
H18 -5.1197 -3.1201 5.2901  0.000
H19 -6.1092 -2.9496 3.9167  0.000
H20 -5.2598 -0.4489 5.3293  0.000
H21 -6.6254 -1.4353 5.7780  0.000
H22 -6.5313 -0.7005 4.1816  0.000
H23 -1.2472 -2.0796 3.5612  -0.001
H24 -2.2305 -1.9256 2.0587  -0.005
H25 -1.5074 -3.4890 2.4679  0.000
O11 -3.7255 -3.9146 -3.2580  0.000
C12 -3.6637 -4.4344 -2.1247  0.003
O12 -2.7160 -4.1648 -1.1419  0.000
C13 -1.7804 -3.1232 -1.2529  0.007
C14 -0.5287 -3.7558 -0.6392  -0.012
C15 -4.5714 -5.6028 -1.8675  0.000
H26 -2.0563 -2.2294 -0.6933  0.015
H27 -1.5969 -2.8695 -2.2969  -0.007
H28 0.3825 -3.1580 -0.6591  0.014
H29 -0.2759 -4.6422 -1.2211  0.000
H30 -0.7438 -4.0075 0.3992  0.002
H31 -4.7314 -6.2131 -2.7563  0.000
H32 -5.5177 -5.1172 -1.6293  0.000
H33 -4.2124 -6.1801 -1.0155  0.000
O13 0.4054 -3.8997 5.3342  0.000
C16 0.5214 -4.8456 4.5518  0.000
O14 1.3344 -4.8672 3.5043  0.001
C17 1.8893 -3.6038 3.1292  -0.020
C18 2.7281 -3.7159 1.8686  0.019
C19 -0.1188 -6.2293 4.8440  0.000
H34 2.5128 -3.1584 3.9044  -0.002
H35 1.0592 -2.9038 3.0349  0.015
H36 3.6747 -4.1700 2.1615  0.000
H37 2.9091 -2.7930 1.3176  -0.008
H38 2.2205 -4.3584 1.1492  -0.001
H39 -1.1950 -6.0566 4.8428  0.000
H40 0.1568 -6.5692 5.8423  0.000
H41 0.1823 -6.9587 4.0921  0.000
O15 4.0417 0.6469 -1.2086  -0.003
C20 4.8305 -0.0806 -1.8229  -0.002
O16 4.4679 -1.2927 -2.3099  -0.002
C21 3.1392 -1.8313 -2.0207  -0.006
C22 3.1699 -3.2901 -2.3195  0.002
C23 6.3062 0.1561 -2.0345  0.000
H42 2.4243 -1.2966 -2.6462  0.004
H43 2.8622 -1.7057 -0.9740  0.007
H44 2.1266 -3.6044 -2.2916  0.000
H45 3.7550 -3.7828 -1.5430  0.000
H46 3.5056 -3.4376 -3.3460  0.000
H47 6.7756 -0.6701 -2.5686  0.000
H48 6.8535 0.2437 -1.0960  0.000
H49 6.5133 1.0732 -2.5859  0.000
O17 3.4617 -0.0495 -6.0860  0.000
C24 4.1276 0.7405 -5.4352  0.001
O18 3.7199 1.6028 -4.5247  -0.001
C25 2.3135 1.8528 -4.4225  0.004
C26 1.9159 3.0362 -3.5529  0.005
C27 5.6051 0.8879 -5.7192  0.000
H50 1.8424 1.0172 -3.9048  0.003
H51 1.8275 1.9735 -5.3906  0.000
H52 2.5241 3.9207 -3.7421  0.000
H53 1.9141 2.7347 -2.5054  0.008
H54 0.9052 3.4159 -3.7028  -0.008
H55 5.9108 1.8438 -6.1446  0.000
H56 5.9414 0.1542 -6.4518  0.000
H57 6.2071 0.7090 -4.8283  0.000
O19 0.9668 7.2693 -3.1415  0.000
C28 0.3449 6.3584 -2.6288  0.000
O20 0.8033 5.6333 -1.5469  0.000
C29 2.1483 5.8874 -1.1170  0.000
C30 2.3653 4.8691 -0.0196  0.004
C31 -1.0277 5.8732 -3.1081  0.000
H58 2.1580 6.8756 -0.6572  0.000
H59 2.9133 5.8340 -1.8916  0.000
H60 3.4273 4.7023 0.1603  0.000
H61 1.9882 3.8840 -0.2944  0.002
H62 1.8174 5.2779 0.8294  -0.001
H63 -1.6292 5.4162 -2.3224  0.000
H64 -0.7951 5.0902 -3.8298  0.000
H65 -1.5679 6.6584 -3.6370  0.000

Values from the calculation:
HOMO-LUMO gap (alpha / beta) in eV: 3.3832 / 7.2506
Total energy in hartree: -2889.00453
2S+1: 2
Total charge: -1
Relative energy (zero: lowest compared OMol25 entry of this formula, charge and spin) in kcal/mol: 0.00